56
Properties=species:S:1:pos:R:3:forces:R:3:nbo_charge:R:1 method="wB97M-V/def2-TZVPD" spin_multiplicity=1 de_lowest_kcal_mol=16.1 energy_ev=-53761.3084 orbital_gap_ha=0.135 e_lumo_ev=1.84 charge=-1
Sr 1.094049 1.251844 0.635278 0.4 -0.2 0.3 1.73
C 1.541819 -0.485083 -2.338380 0.1 0.0 -0.1 -0.67
C 1.864565 0.906936 -2.807580 0.0 0.0 0.1 0.24
C 2.519134 1.111820 -4.041959 0.1 0.1 -0.1 -0.27
C 2.833491 2.382958 -4.416897 0.0 -0.1 0.0 -0.15
C 2.477031 3.477254 -3.597195 -0.1 -0.1 0.2 -0.02
C 2.775775 4.805550 -3.962608 0.0 0.1 0.0 -0.27
C 2.386906 5.822896 -3.134001 0.0 0.0 -0.1 -0.20
C 1.684418 5.558541 -1.950981 0.0 -0.1 0.0 -0.26
C 1.351812 4.274297 -1.537110 0.1 0.1 -0.1 -0.12
S 0.417655 4.051788 -0.088599 -0.1 0.2 0.1 -0.56
C 1.793964 3.193185 -2.382817 0.1 0.2 -0.2 0.10
N 1.543921 1.905050 -2.017379 -0.2 -0.1 0.1 -0.50
H 1.427255 -1.166578 -3.182306 0.0 0.0 0.0 0.21
H 0.620292 -0.492476 -1.756255 0.0 0.0 0.0 0.22
H 2.332308 -0.866470 -1.684640 0.0 0.0 0.1 0.26
H 2.771148 0.259559 -4.659703 0.0 0.0 0.0 0.21
H 3.351429 2.577328 -5.349854 0.0 0.0 0.0 0.20
H 3.307129 4.994897 -4.887877 0.0 0.0 0.0 0.20
H 2.612726 6.850927 -3.393442 0.0 0.0 0.0 0.20
H 1.367992 6.381833 -1.323972 0.0 0.0 0.0 0.21
S -4.996853 -2.581005 0.149186 0.0 0.0 0.0 0.25
C -3.518683 -1.579378 0.225908 0.1 0.0 0.0 -0.14
C -2.306742 -2.146096 0.589942 -0.1 0.0 0.0 -0.26
C -1.182164 -1.334878 0.640931 0.2 0.0 0.1 0.04
N -1.228509 -0.036521 0.336359 -0.1 0.1 0.0 -0.50
C -2.392313 0.503472 -0.025789 0.0 -0.1 0.0 0.04
C -3.566032 -0.228259 -0.094656 0.0 0.0 0.0 -0.26
C -5.626322 -2.223814 1.781178 0.0 0.0 0.0 -0.13
C -6.696207 -1.357635 1.949192 0.0 0.0 0.0 -0.26
C -7.168212 -1.129347 3.233999 0.0 0.0 0.0 0.04
N -6.651378 -1.690363 4.323026 0.0 0.0 0.0 -0.41
C -5.620920 -2.516186 4.146880 0.0 0.0 0.1 0.04
C -5.078852 -2.820475 2.908645 0.0 0.0 0.0 -0.26
H -2.236630 -3.196787 0.835259 0.0 0.0 0.0 0.23
H -0.198023 -1.692520 0.947481 0.0 0.0 0.0 0.27
H -2.370593 1.559303 -0.275336 0.0 0.0 0.0 0.22
H -4.495012 0.239201 -0.390699 0.0 0.0 0.0 0.22
H -7.150967 -0.871523 1.097006 0.0 0.0 0.0 0.23
H -8.003767 -0.456534 3.394182 0.0 0.0 0.0 0.19
H -5.208074 -2.962338 5.044737 0.0 0.0 0.0 0.20
H -4.244933 -3.503862 2.824312 0.0 0.0 0.0 0.23
C 4.456906 -1.326996 0.921191 0.0 0.1 -0.1 -0.63
C 3.108603 -1.543367 1.654874 0.0 -0.1 0.5 0.10
C 3.467296 -1.750753 3.154932 0.0 -0.1 -0.1 -0.63
C 2.535913 -2.897661 1.154977 -0.1 0.0 0.0 -0.63
N 2.202335 -0.476521 1.477754 -0.2 0.1 -0.7 -1.59
H 5.141251 -2.182131 1.011773 0.0 0.0 0.0 0.17
H 4.943220 -0.438603 1.331706 0.0 0.0 0.0 0.20
H 4.268103 -1.138849 -0.140350 0.0 0.0 0.0 0.18
H 4.152815 -2.594827 3.326165 0.0 0.0 0.0 0.16
H 2.545263 -1.920477 3.715874 0.0 0.0 0.0 0.19
H 3.926189 -0.836279 3.536546 0.0 0.0 0.0 0.20
H 3.262589 -3.721379 1.194065 0.0 0.0 0.0 0.17
H 2.184310 -2.777699 0.124922 0.1 0.0 0.0 0.19
H 1.671577 -3.164966 1.772102 0.0 0.0 0.0 0.18